# 1
Below is a cluster of 3 separate species, C8H11NO3S2 in total, with properties calculated with the ωB97M-V functional and the def2-TZVPD basis.

Its SMILES is ON1C=CCC=C1.CC(=S)S.O=C=O. Its HOMO energy is -7.52 eV. As for the LUMO energy: 0.03 eV. The relative energy (zero: lowest compared OMol25 entry of this formula, charge and spin) comes out at 399.6 kJ/mol. The gap between HOMO and LUMO comes out at 7.545 eV.

Structure (XYZ):
```
25
Properties=species:S:1:pos:R:3:forces:R:3:mulliken_charge:R:1
C -1.8142 0.8892 -0.2793 -1.51 -0.39 0.60 0.374
C 1.2453 0.2269 -0.3365 0.76 -0.22 1.21 -0.941
H 0.5195 -1.1204 3.2072 0.40 1.67 -0.80 0.278
H 1.3052 0.6195 -1.3110 0.10 0.34 -1.12 0.845
S -1.8442 -0.2655 0.8958 -0.27 0.71 -1.24 -0.097
H 1.0065 2.1690 0.4376 0.26 0.08 0.30 0.473
O 4.1791 -0.3805 -2.2342 -0.56 0.56 -1.75 -0.359
N 1.0912 0.7071 2.0376 0.14 0.06 -0.78 0.107
H 1.1766 1.6778 3.6188 1.22 0.34 1.21 0.339
C 0.9371 -1.6385 1.2818 0.60 0.03 -0.54 -0.415
H -2.2773 -0.3464 -1.8970 -1.13 -1.22 -0.29 0.319
C 4.8344 -0.7153 -1.3583 -0.66 -0.08 0.78 0.740
O 0.4836 1.6223 2.9956 -0.76 -1.31 -2.56 -0.370
C 0.8175 -0.6549 2.2198 -0.41 -2.90 0.66 -0.333
C 1.3466 -1.2636 -0.1483 1.69 1.00 1.03 -0.166
H -0.6899 0.2186 -1.9604 -0.66 0.39 0.05 0.128
H -2.3938 2.7342 1.3700 0.27 -0.89 -0.09 0.167
C 1.1708 1.1199 0.6361 -0.89 -0.12 1.95 -0.577
H 0.8012 -2.7693 1.4840 0.07 2.32 0.09 0.244
H 2.4036 -1.5675 -0.4406 -1.08 -0.01 0.55 0.103
H -1.9809 1.2591 -2.6515 0.02 -0.42 1.75 0.383
O 5.3656 -1.0560 -0.4017 1.21 -0.45 0.97 -0.361
H 0.7231 -1.6434 -0.8963 -1.12 -1.31 -1.01 0.314
S -2.1206 2.5790 0.0564 0.21 0.75 -0.96 -0.224
C -1.7452 0.5477 -1.7928 2.10 1.06 0.00 -0.973
```
Positions in Å, forces in eV/Å.

---

# 2
Below is an isolated molecule of C4H9N2P, with properties calculated with the ωB97M-V functional and the def2-TZVPD basis.

Its SMILES is NN=P1=CCCC1. Its HOMO energy is -7.80 eV. As for the LUMO energy: 0.02 eV. The relative energy (zero: lowest compared OMol25 entry of this formula, charge and spin) comes out at 422.3 kJ/mol. The gap between HOMO and LUMO comes out at 7.829 eV.

Structure (XYZ):
```
16
Properties=species:S:1:pos:R:3:forces:R:3:mulliken_charge:R:1
H 1.6233 -1.7659 0.4913 0.81 -0.57 0.25 0.266
H -3.7768 -0.1491 -0.2801 -1.31 -1.33 0.62 0.239
N -2.2811 1.0155 -0.0439 3.02 -1.13 0.39 -0.384
P -0.8507 0.0249 0.0536 0.23 0.46 -2.11 0.398
H 0.5322 0.1081 2.1135 -0.70 0.24 -1.22 0.305
H 2.3677 -1.1265 -1.1220 -0.29 0.07 1.65 0.284
C 1.6859 -0.9678 -0.2255 -2.06 0.49 -2.60 -0.495
C 1.7525 0.3840 0.4440 2.79 -1.00 1.57 -0.625
H 1.9166 1.1562 -0.2078 0.47 1.65 -2.38 0.354
N -3.4212 0.6404 -0.7277 -0.08 0.78 0.83 -0.420
C 0.4819 0.6896 1.1246 -0.78 -1.10 3.22 -0.701
H 2.6741 0.4724 1.1182 -1.35 -0.32 -0.38 0.293
H -3.4228 0.4994 -1.7061 0.76 -0.04 -1.20 0.225
C 0.2465 -0.9468 -0.9045 -0.88 0.45 1.41 -0.497
H 0.4368 1.6850 1.5429 -0.45 0.55 -0.65 0.433
H 0.0351 -1.7194 -1.6706 -0.19 0.80 0.60 0.324
```
Positions in Å, forces in eV/Å.

---

# 3
Below is an isolated molecule of C3H4N2S, with properties calculated with the ωB97M-V functional and the def2-TZVPD basis.

Its SMILES is N#CN[C@H]1CS1. Its HOMO energy is -9.21 eV. As for the LUMO energy: 0.57 eV. The relative energy (zero: lowest compared OMol25 entry of this formula, charge and spin) comes out at 203.3 kJ/mol. The gap between HOMO and LUMO comes out at 9.788 eV.

Structure (XYZ):
```
10
Properties=species:S:1:pos:R:3:forces:R:3:mulliken_charge:R:1
N -1.1366 -0.3168 0.5455 -1.42 0.04 0.41 -0.351
C 1.1834 -0.2368 -0.4291 0.30 0.41 -0.81 -0.700
C -1.5181 0.2428 -0.6052 -0.43 0.85 -2.74 0.433
H 0.6654 -0.6552 1.7055 -0.60 0.40 -1.27 0.406
S 1.0411 1.3598 0.3421 0.69 1.67 0.52 -0.087
N -1.7128 0.7195 -1.6551 0.04 -0.86 1.77 -0.478
H -1.8892 -0.0806 1.2466 1.98 -0.47 -0.27 0.287
H 2.1569 -0.6308 -0.4385 1.10 -0.87 0.92 0.295
C 0.3046 -0.1871 0.7461 -0.36 -0.97 1.84 -0.102
H 0.9052 -0.2148 -1.4580 -1.29 -0.21 -0.38 0.296
```
Positions in Å, forces in eV/Å.

---

# 4
Below is a cluster of 15 separate species, C30H90O30 in total, with properties calculated with the ωB97M-V functional and the def2-TZVPD basis.

Its HOMO energy is -9.99 eV. As for the LUMO energy: -0.24 eV. The relative energy (zero: lowest compared OMol25 entry of this formula, charge and spin) comes out at 792.9 kJ/mol. The gap between HOMO and LUMO comes out at 9.754 eV.

Structure (XYZ):
```
150
Properties=species:S:1:pos:R:3:forces:R:3:mulliken_charge:R:1
H -33.7909 20.3722 -34.2295 -0.38 -0.52 -0.16 0.316
C -32.1567 31.8435 -28.2935 -1.20 -0.82 0.03 -0.423
H -25.6191 28.7778 -27.0973 0.07 0.09 -0.12 0.267
H -32.4113 21.4671 -33.4312 0.91 0.38 0.18 0.355
H -23.6013 20.7872 -32.9948 -0.47 0.02 -0.04 0.289
H -27.8724 14.3273 -25.4067 0.05 0.53 0.17 0.231
H -34.1418 18.6445 -25.4913 -0.32 0.66 -0.05 0.243
H -30.4922 25.7181 -16.2295 -0.14 -0.19 0.37 0.293
O -28.7275 24.7351 -22.3732 -0.42 0.12 -0.75 -0.508
H -32.4748 32.7145 -22.7337 0.10 -0.20 0.23 0.295
H -27.7534 27.1747 -31.3170 -0.09 -0.33 0.30 0.225
H -31.2018 18.8780 -17.1098 -0.69 0.20 0.01 0.335
H -28.9511 25.4475 -32.6355 0.15 -0.11 -0.41 0.236
H -24.5047 18.1808 -23.2946 -0.50 0.30 0.45 0.247
H -35.8854 26.5979 -21.0123 -0.11 -0.19 0.50 0.242
C -28.7799 13.9473 -25.8757 0.91 0.55 -0.42 -0.346
C -37.5459 25.2381 -21.5318 -0.10 0.68 -0.71 -0.281
H -32.7518 32.6830 -27.9341 -0.18 -0.15 0.11 0.312
C -30.0896 31.5685 -22.5527 -1.05 2.01 1.10 -0.401
C -28.9391 23.2430 -24.4289 -0.59 -1.10 -0.28 -0.302
H -24.0063 17.2852 -20.3339 0.39 -0.57 -0.48 0.338
O -35.6225 24.5892 -20.4233 0.75 0.24 1.19 -0.540
O -23.3758 25.0330 -19.7532 -0.98 0.15 0.38 -0.513
O -23.6345 21.3692 -32.2321 -1.69 0.59 0.49 -0.506
H -27.9988 23.5269 -24.9014 0.38 0.36 0.63 0.235
H -31.3202 20.2545 -34.2795 0.24 0.48 -0.08 0.187
H -37.6683 24.2089 -21.8693 0.37 -0.07 -0.48 0.259
H -23.0464 18.6617 -22.4635 0.23 0.05 0.20 0.321
H -31.5886 18.0483 -32.4506 0.05 -0.36 -0.13 0.328
H -24.1971 24.9488 -20.2431 -0.30 0.32 0.26 0.298
O -31.9718 26.9488 -15.5864 -1.87 0.44 1.64 -0.537
C -36.0672 25.5765 -21.3467 -0.39 -1.49 -0.04 -0.352
H -29.3863 25.3089 -22.7712 -0.02 0.48 0.10 0.321
H -31.8469 28.7140 -27.4714 -0.28 0.09 0.08 0.262
H -30.2354 14.6828 -27.3237 0.04 -0.37 -0.42 0.301
H -30.6785 17.1079 -18.8575 -0.16 -0.11 0.51 0.278
H -28.3096 22.8119 -22.3726 0.35 -0.20 -0.43 0.306
H -29.1687 15.9488 -26.7602 -0.65 0.03 1.19 0.303
C -25.2282 21.3224 -30.3859 0.63 -0.48 -0.10 -0.385
H -26.2583 21.3133 -30.0298 -0.41 0.76 -0.31 0.299
H -29.9611 23.0589 -22.4421 -0.57 0.31 -0.50 0.296
O -28.4925 12.6827 -26.3480 0.14 -1.91 -0.83 -0.529
H -33.4468 30.0584 -28.6463 -0.75 0.97 0.11 0.256
H -36.1796 19.5034 -24.0008 0.20 0.32 -0.03 0.322
C -29.2068 14.8937 -27.0313 -0.61 1.13 1.42 -0.317
O -24.3700 21.9430 -29.4631 0.37 -0.35 0.71 -0.509
O -30.8911 18.7010 -32.3549 0.13 -1.84 -0.05 -0.514
C -31.5069 19.9121 -32.2229 1.05 2.54 1.06 -0.536
H -37.9468 23.3238 -29.1094 -0.24 -0.29 -0.09 0.339
H -37.9449 25.9230 -22.2801 -0.37 -0.08 -0.05 0.298
C -24.9031 28.0045 -25.1818 -1.12 -0.65 -1.37 -0.358
C -32.7800 30.4634 -27.8850 1.26 0.30 -0.56 -0.305
H -21.6583 23.2570 -18.6291 -0.59 -0.07 -0.10 0.244
H -29.0171 31.6432 -22.3731 0.12 -0.89 0.78 0.279
H -23.3848 27.9471 -27.0888 0.47 0.03 -0.15 0.326
C -37.6471 25.2313 -29.1005 -0.55 0.84 -0.38 -0.541
O -34.4017 19.8667 -23.0426 0.06 0.19 -0.26 -0.441
H -33.5984 19.3765 -22.8526 0.24 0.21 0.23 0.288
O -28.2652 14.9037 -28.0690 0.72 -1.32 -0.81 -0.524
H -27.7718 12.6826 -26.9822 0.02 0.30 -0.11 0.302
H -30.3954 26.4179 -32.8115 0.38 0.85 -0.41 0.280
H -29.8596 27.8886 -14.9498 0.41 0.02 0.20 0.277
H -20.9508 24.8033 -18.8773 -0.33 0.54 -0.48 0.297
H -22.2081 24.7829 -21.3386 0.98 -0.35 -0.09 0.259
O -29.3668 28.4713 -31.4989 0.60 1.13 -0.29 -0.493
C -23.8190 17.8935 -22.4974 1.56 -0.75 -0.92 -0.274
H -28.0194 27.7088 -32.9187 -0.54 0.39 -0.20 0.311
C -29.4956 26.2904 -32.2097 0.05 -2.11 -0.50 -0.320
H -35.5748 17.6192 -25.2520 -0.09 0.09 -0.27 0.277
H -31.4480 31.3561 -29.9835 0.05 -0.07 -0.37 0.319
H -25.8181 16.3366 -21.1380 -0.05 -0.04 -0.11 0.297
H -35.4516 25.4191 -22.2323 -0.49 0.35 -0.57 0.273
C -30.5545 33.0802 -22.3392 -1.07 -2.36 -1.10 -0.291
O -31.6969 29.5140 -27.9804 0.55 0.20 0.57 -0.509
C -36.3415 24.9994 -29.8437 -1.04 0.26 0.64 -0.307
O -32.1539 31.9392 -29.6948 0.38 0.18 -0.48 -0.543
H -24.6307 18.7809 -20.7925 -0.25 0.31 -0.10 0.217
O -33.9351 17.0740 -24.2858 1.03 -0.98 1.13 -0.457
H -24.9945 20.2583 -30.3515 0.39 -0.12 0.04 0.247
H -30.1525 31.3480 -23.6183 -0.64 -0.54 0.20 0.258
C -30.8671 26.7352 -16.3435 2.08 -0.36 -1.87 -0.321
H -29.4700 13.6838 -25.0742 -0.62 1.12 -0.21 0.286
H -31.1467 31.9758 -27.9054 0.02 -0.34 0.31 0.283
H -35.3195 23.8202 -20.9116 0.00 0.05 -0.04 0.308
H -26.0297 27.1035 -26.6712 0.11 -0.17 -0.63 0.304
C -25.0263 21.7567 -31.8345 1.50 -0.69 1.13 -0.295
H -35.7089 18.3266 -22.8159 -0.07 -0.50 -0.10 0.321
H -24.1993 22.8810 -29.5756 -0.41 0.01 -0.49 0.311
H -33.2603 30.5573 -26.9110 0.17 -0.40 0.19 0.348
O -30.0033 23.8394 -25.1176 -1.62 2.70 -0.03 -0.523
H -32.3032 17.8080 -19.1993 -0.09 -0.19 0.56 0.271
H -29.7879 28.1460 -30.6999 0.07 -0.14 0.16 0.289
H -37.5510 25.9468 -28.2837 0.46 -0.07 0.07 0.292
O -30.8656 18.4058 -20.3995 0.54 -0.10 -0.39 -0.483
O -35.3694 24.7356 -28.8869 1.25 -0.30 0.16 -0.499
H -19.5892 23.0224 -19.4811 0.04 -0.01 0.01 0.290
H -33.5428 17.4447 -23.4919 0.55 -0.64 0.19 0.284
O -29.8363 28.9551 -16.7332 -0.17 -0.38 0.44 -0.521
C -34.7274 18.0925 -24.7561 -1.59 0.82 -0.15 -0.323
H -32.5435 27.5540 -16.0643 -0.13 -0.03 0.19 0.327
H -28.7101 27.3463 -16.2100 -0.22 -0.33 -0.07 0.325
H -28.6661 15.2861 -28.8530 0.01 -0.05 0.02 0.294
H -35.8040 24.2303 -28.1960 0.09 -0.16 0.23 0.358
O -38.1632 24.0371 -28.5044 0.48 0.36 -0.28 -0.504
C -35.3197 18.9542 -23.6175 0.02 -0.14 -0.65 -0.512
H -24.6342 26.9989 -24.8585 0.43 -0.06 0.31 0.273
H -30.1411 23.4604 -25.9888 0.26 -0.05 0.17 0.305
C -22.4685 24.2119 -20.4473 0.66 0.40 0.95 -0.248
H -38.3451 25.7311 -29.7722 -0.50 -0.42 -0.27 0.295
O -20.2486 23.2865 -20.1269 -0.50 0.38 0.10 -0.523
C -28.5544 27.4285 -32.0114 -0.85 0.39 0.26 -0.285
H -30.6795 33.1750 -21.2605 0.29 0.57 0.04 0.250
H -29.1834 22.2604 -24.8325 1.32 -1.32 1.64 0.300
H -30.8558 25.8337 -30.7438 0.01 0.28 -0.63 0.304
H -32.1451 20.0126 -31.3450 -0.82 -0.46 -0.21 0.329
C -21.3345 23.9373 -19.4168 0.66 -1.01 -1.15 -0.340
H -31.5074 20.0576 -18.4678 0.03 -0.01 0.17 0.200
O -38.3469 25.3653 -20.3771 0.12 0.59 0.14 -0.506
O -23.9118 28.9618 -25.0104 0.78 0.28 0.27 -0.524
C -32.0607 20.4374 -33.5008 -0.51 -0.12 0.04 -0.243
H -22.9725 23.3022 -20.7738 0.34 -0.35 0.12 0.235
O -23.2315 16.6370 -22.9568 -0.31 0.42 0.83 -0.536
O -31.8163 33.3559 -23.0105 1.13 0.20 0.28 -0.517
H -25.8503 21.2608 -32.3475 0.34 0.27 -0.81 0.294
O -24.0786 27.3750 -27.4249 -1.21 0.36 0.74 -0.504
H -30.7091 20.5898 -31.9193 0.34 0.31 -0.22 0.293
O -30.9341 30.6881 -21.7184 0.85 0.56 -1.77 -0.504
H -31.1943 26.8055 -17.3809 0.67 0.11 -0.44 0.250
H -30.6279 30.5736 -20.8157 0.50 0.32 -0.09 0.302
O -29.5629 19.4564 -18.1301 0.11 0.15 -0.13 -0.528
C -25.2317 27.8459 -26.6857 0.44 -0.16 1.02 -0.437
O -29.9203 25.8080 -30.9578 0.19 -0.32 1.78 -0.548
H -30.3397 29.5337 -16.1558 -0.01 0.22 -0.16 0.296
H -25.7952 28.2964 -24.6276 -0.36 -0.02 -0.10 0.345
H -29.7949 33.7066 -22.8069 -0.23 0.31 0.33 0.330
H -22.6275 16.8379 -23.6755 -0.03 0.03 -0.03 0.295
C -29.7212 27.7038 -16.0151 -0.62 0.49 -0.33 -0.388
H -36.5042 24.1632 -30.5237 0.11 -0.34 -0.28 0.255
H -29.9111 18.3110 -20.3619 0.31 0.40 -0.60 0.280
H -29.2122 19.0351 -17.3420 0.25 0.09 -0.10 0.314
C -24.5147 17.7650 -21.1702 0.07 1.00 -0.46 -0.415
C -29.0388 23.4510 -22.8706 0.94 -1.29 -0.55 -0.430
C -30.9610 19.1771 -18.1299 0.30 -1.23 -0.07 -0.278
H -25.0491 22.8464 -31.8376 -0.27 0.00 -0.61 0.255
H -36.0377 25.8497 -30.4542 -0.05 0.13 0.18 0.311
H -23.7173 28.9577 -24.0704 0.36 0.29 0.03 0.309
H -38.0164 24.7636 -19.7060 0.23 -0.09 0.05 0.301
C -31.2369 18.0118 -19.1007 -0.64 0.81 -0.02 -0.392
O -33.2209 19.7122 -33.8282 -1.01 -0.41 -0.42 -0.514
O -25.7836 17.2499 -21.4319 -1.13 -0.73 0.61 -0.488
```
Positions in Å, forces in eV/Å.

---

# 5
Below is an isolated molecule of C5H11N2O, with properties calculated with the ωB97M-V functional and the def2-TZVPD basis.

As for the spin multiplicity: 2. Its HOMO energy (spin up / spin down) is -3.04 / -10.59 eV. As for the LUMO energy (spin up / spin down): 0.73 / 0.51 eV. The relative energy (zero: lowest compared OMol25 entry of this formula, charge and spin) comes out at 147.7 kJ/mol. The gap between HOMO and LUMO (spin up / spin down) comes out at 3.766 / 11.103 eV.

Structure (XYZ):
```
19
Properties=species:S:1:pos:R:3:forces:R:3:mulliken_charge:R:1
C 1.1942 0.2845 0.2083 2.11 0.42 1.88 -0.772
H 1.6421 0.0334 1.1932 -1.44 -0.81 0.24 0.346
H -0.4937 0.9799 -1.9572 -0.42 1.63 -0.07 1.183
C -0.2387 0.7759 0.1766 -0.17 1.06 0.02 -1.136
N -0.7503 0.3401 -1.1671 1.16 -0.81 0.29 0.248
H -0.4900 -1.7860 -1.4323 -0.36 0.38 0.17 0.248
H 2.0082 1.0440 0.1609 -1.00 0.44 -1.64 0.670
H 0.2555 -0.8702 -2.6878 -0.18 0.85 -0.01 0.648
H -1.6674 0.3557 3.2151 -0.06 -0.34 -0.04 0.285
H -1.7608 0.1934 -1.0523 0.05 -0.28 -0.47 0.206
H 2.1919 -0.7532 -1.4357 -0.30 0.13 0.42 0.361
N -1.0084 0.5312 2.4804 0.23 0.32 0.00 -0.218
H -0.1496 1.0023 2.6949 -0.08 0.34 0.19 0.238
O -2.0239 -0.6543 0.7954 -0.35 0.84 0.78 -0.544
C 1.3192 -0.8662 -0.7607 0.64 -0.26 -1.06 -0.743
C 0.0465 -0.8526 -1.6169 -0.19 -1.83 0.95 -1.210
H 1.4376 -1.8405 -0.2743 -0.17 0.28 0.06 0.324
C -1.2063 0.1646 1.2078 0.44 -1.33 -1.31 0.223
H -0.3062 1.9180 0.2517 0.07 -1.02 -0.40 -0.358
```
Positions in Å, forces in eV/Å.

---

# 6
Below is a structure of composition C3H3Br2NO2, with properties calculated with the ωB97M-V functional and the def2-TZVPD basis.

Its HOMO energy is -10.75 eV. As for the LUMO energy: -0.18 eV. The relative energy (zero: lowest compared OMol25 entry of this formula, charge and spin) comes out at 143.5 kJ/mol. The gap between HOMO and LUMO comes out at 10.573 eV.

Structure (XYZ):
```
11
Properties=species:S:1:pos:R:3:forces:R:3:mulliken_charge:R:1
O 0.3492 0.7982 1.6000 -1.34 0.76 1.50 -0.445
C -0.2938 -0.6499 -0.0060 -0.70 -3.82 -4.65 -0.438
O 0.3569 1.5105 -0.6452 -0.20 1.35 1.68 -0.458
N -0.0229 -1.6883 -2.6303 0.24 -0.78 -1.97 -0.391
C 0.5919 0.4603 0.3198 3.24 1.22 -1.58 0.497
Br -0.1893 -2.1128 1.2736 0.65 -0.02 -0.49 0.087
H -0.6299 0.6237 1.7674 1.60 0.55 0.01 0.340
H 1.7557 0.1118 0.1433 -2.83 0.72 0.79 0.275
H 0.2264 2.4047 -0.1632 0.38 -2.38 -0.91 0.327
C 0.0514 -1.2139 -1.6044 -1.20 1.84 5.79 0.149
Br -2.1956 -0.2442 -0.0548 0.16 0.57 -0.16 0.059
```
Positions in Å, forces in eV/Å.